# 1
ORCA calculation (the ωB97M-V functional and the def2-TZVPD basis) on a structure of composition C48H59N6O2PSSr.

The geometry in XYZ format:
```
118
Properties=species:S:1:pos:R:3:forces:R:3
Sr -0.074616 -0.084762 0.222513 0.16 0.25 -0.14
C 2.052078 -4.353515 -0.860663 0.05 -0.04 -0.01
C 1.332927 -3.251687 -1.643628 -0.03 0.00 -0.01
C 0.388318 -3.862586 -2.677437 0.06 -0.04 0.01
C 2.332502 -2.273909 -2.231570 0.02 0.03 0.08
C 2.816866 -2.447118 -3.523461 0.01 -0.03 0.03
C 3.776381 -1.594548 -4.043596 -0.01 0.02 -0.02
C 4.223943 -0.527629 -3.284532 -0.03 0.00 -0.02
C 3.747533 -0.304678 -1.996936 -0.03 0.03 -0.02
C 4.217465 0.901951 -1.207676 0.03 0.03 -0.03
C 5.530891 0.607014 -0.476266 -0.03 -0.03 0.01
C 4.368443 2.149930 -2.081606 0.02 -0.04 -0.02
C 2.825956 -1.210533 -1.447129 -0.05 0.04 -0.10
N 2.292127 -1.025428 -0.148001 -0.25 0.05 0.27
C 2.986220 -1.541182 0.868121 0.12 -0.04 -0.16
O 4.099087 -2.081927 0.843199 0.01 0.05 0.03
C 2.260424 -1.537941 2.205380 0.06 -0.05 0.27
C 2.856608 -2.056818 3.348526 -0.02 0.01 0.00
C 2.086285 -2.157535 4.499107 0.00 0.01 -0.01
C 0.755869 -1.754591 4.487974 0.00 0.08 0.01
C 0.236242 -1.238517 3.307278 0.15 -0.31 0.27
N 0.996257 -1.138937 2.227003 -0.15 0.13 -0.44
C -1.256279 -0.960537 3.159044 -0.04 -0.08 0.27
O -1.898696 -0.698597 4.196010 -0.05 0.05 -0.11
N -1.672290 -1.147128 1.922738 0.05 -0.10 -0.29
C -3.032446 -1.363157 1.612611 0.00 -0.20 0.08
C -3.893501 -0.313427 1.272854 -0.07 0.02 -0.03
C -5.200378 -0.598383 0.880951 -0.01 0.05 -0.02
C -5.659906 -1.897498 0.795498 -0.01 -0.07 0.04
C -4.792160 -2.937065 1.098074 -0.04 0.05 0.08
C -3.482338 -2.700203 1.498066 0.03 0.03 0.06
C -2.619775 -3.919557 1.799226 0.02 0.00 -0.02
C -2.395380 -4.124654 3.299056 0.00 0.00 0.01
C -1.298467 -3.998500 1.022184 -0.05 0.03 0.02
C -3.438109 1.125829 1.335319 0.06 0.07 -0.05
C -3.816534 1.912841 0.080385 0.01 -0.05 0.00
C -3.958003 1.808191 2.601447 0.01 -0.02 0.02
H 1.330531 -5.005500 -0.362484 0.00 -0.01 0.01
H 2.731294 -3.939576 -0.116281 -0.02 0.01 0.01
H 2.651886 -4.963748 -1.541566 -0.02 0.00 -0.01
H 0.719929 -2.705247 -0.919875 -0.01 0.03 -0.01
H 0.907330 -4.577330 -3.320262 -0.01 0.02 0.00
H -0.060610 -3.098967 -3.315505 -0.03 0.01 0.00
H -0.407400 -4.413839 -2.169584 -0.01 0.01 -0.01
H 2.455135 -3.269926 -4.128360 0.00 0.01 0.01
H 4.162243 -1.752303 -5.043461 0.00 0.00 0.01
H 4.951429 0.151529 -3.710342 0.01 0.01 0.00
H 3.447734 1.104405 -0.454192 0.03 -0.03 0.00
H 6.332322 0.441269 -1.201348 -0.01 0.00 -0.01
H 5.440596 -0.287481 0.139065 0.01 0.02 0.01
H 5.819666 1.454188 0.151527 0.01 0.00 0.02
H 5.210620 2.056644 -2.769358 0.00 -0.02 -0.01
H 4.569986 3.025606 -1.459796 0.01 -0.01 0.00
H 3.469416 2.342038 -2.673496 0.05 0.00 -0.01
H 3.879876 -2.399235 3.296063 0.00 0.00 -0.01
H 2.514267 -2.578727 5.401127 0.00 -0.01 0.00
H 0.112946 -1.854147 5.352159 0.00 0.01 0.00
H -5.871285 0.219134 0.645190 0.00 -0.01 0.00
H -6.681411 -2.101978 0.499728 0.00 0.00 0.00
H -5.139116 -3.963037 1.028869 0.00 0.00 0.00
H -3.218594 -4.773481 1.463984 0.00 0.01 -0.02
H -1.883408 -3.279761 3.755990 0.02 0.02 -0.02
H -1.793281 -5.020878 3.468646 -0.01 0.00 0.01
H -3.347181 -4.246466 3.818191 0.00 0.01 0.00
H -0.528444 -3.367040 1.460602 0.02 0.04 0.01
H -1.427460 -3.690553 -0.019358 0.02 -0.01 0.00
H -0.931425 -5.027506 1.022614 -0.01 0.00 0.01
H -2.346692 1.131159 1.414868 -0.06 -0.01 0.06
H -4.897675 1.954276 -0.065642 0.01 0.01 0.02
H -3.377865 1.468733 -0.818104 -0.02 -0.01 0.00
H -3.459693 2.938265 0.157075 0.06 0.11 -0.01
H -5.049710 1.867954 2.583590 0.00 0.01 -0.01
H -3.556284 2.820794 2.680466 0.00 0.00 0.01
H -3.663189 1.239836 3.484983 0.01 0.01 -0.01
C 2.755766 1.631907 5.117285 -0.04 0.03 -0.04
N 2.041707 2.019519 3.915793 -0.05 -0.08 0.04
C 0.720067 1.888085 3.737352 0.22 0.01 0.06
N -0.013163 1.455538 4.764177 -0.06 -0.06 0.07
S 0.031111 2.326342 2.251268 -0.08 0.09 -0.25
H 3.795345 1.930628 5.017441 0.00 0.00 -0.02
H 2.721739 0.550896 5.271584 -0.01 -0.01 0.01
H 2.340758 2.140599 5.989342 0.02 0.00 0.02
H 2.554479 2.301378 3.097340 -0.01 0.02 0.03
H 0.450363 1.033990 5.552913 0.02 0.01 0.02
H -0.937322 1.071456 4.573865 0.01 0.03 -0.03
C 1.602569 3.946368 -0.775761 0.03 -0.01 0.10
P 0.215910 2.882093 -1.311752 0.06 -0.45 0.03
C 0.629534 2.564387 -3.057488 -0.04 0.11 -0.08
C 0.929070 3.591000 -3.955651 -0.03 -0.01 0.01
C 1.321113 3.300190 -5.251116 -0.01 0.02 0.00
C 1.419399 1.976677 -5.668721 -0.01 0.00 0.01
C 1.113366 0.949532 -4.791732 0.04 0.01 0.02
C 0.718297 1.246179 -3.493171 0.01 -0.02 -0.04
C -1.174957 4.052274 -1.344602 0.06 0.16 0.12
C -1.366224 4.857883 -0.217362 -0.03 -0.01 -0.09
C -2.455822 5.709283 -0.139316 -0.07 -0.04 -0.01
C -3.380330 5.753559 -1.176044 0.03 0.01 0.05
C -3.201345 4.949748 -2.290857 0.03 -0.03 -0.06
C -2.101121 4.105274 -2.379940 -0.06 0.02 0.00
H 1.448147 4.233738 0.263743 0.01 -0.01 -0.01
H 1.708508 4.837825 -1.394301 -0.02 -0.01 -0.02
H 2.516159 3.354709 -0.830710 -0.06 0.05 0.03
H 0.852189 4.624543 -3.637028 0.00 0.00 0.00
H 1.553766 4.104589 -5.937234 0.01 0.00 0.00
H 1.737559 1.751486 -6.678575 0.00 0.00 0.00
H 1.200662 -0.084551 -5.095513 0.01 -0.02 -0.03
H 0.491492 0.422310 -2.826020 0.00 0.02 0.06
H -0.667062 4.811790 0.609419 -0.04 0.00 0.00
H -2.591530 6.328628 0.738065 0.00 0.00 0.00
H -4.237667 6.410686 -1.111005 0.00 0.00 -0.01
H -3.916968 4.982500 -3.102622 0.00 -0.01 0.00
H -1.967056 3.488200 -3.260364 0.01 -0.01 0.00
C -3.629828 -2.791406 -2.076762 -0.03 -0.07 -0.10
C -2.567661 -1.834482 -1.835449 -0.03 0.00 0.17
N -1.733509 -1.089290 -1.587704 0.09 0.05 -0.11
H -3.486711 -3.279173 -3.039336 0.02 0.03 -0.02
H -4.589188 -2.276844 -2.051905 0.01 -0.01 0.02
H -3.611638 -3.532358 -1.277331 -0.01 0.04 -0.03
```
Forces are in eV/Å.

Properties
* multiplicity: 1
* DFT total energy: -84735.7058 eV
* energy above the lowest of the compared OMol25 structures with the same formula, charge and spin: 0.0 kJ/mol
* maximum force: 0.48 eV/A
* Kohn-Sham gap: 8.3 eV

# 2
ORCA calculation (the ωB97M-V functional and the def2-TZVPD basis) on a structure of composition C26H28N12O5Ru at a distorted geometry.

The geometry in XYZ format:
```
72
Properties=species:S:1:pos:R:3:forces:R:3
Ru 0.858965 0.063618 1.745935 0.51 0.50 -1.07
N 0.589400 -0.285316 5.096378 0.22 -0.04 -0.07
C 0.220001 0.916580 4.530748 -0.04 -0.11 0.47
N -0.325305 1.922092 5.183585 -0.16 0.58 -0.22
N -0.547402 2.858914 4.221070 0.11 -0.32 0.15
N -0.167470 2.421541 3.067204 0.15 -0.22 0.41
N 0.354937 1.182713 3.250365 -0.45 0.69 0.05
C 0.595352 -1.448778 4.356722 -0.08 0.36 0.49
N 0.610939 -2.658107 4.875259 -0.04 -0.56 -0.38
N 0.588548 -3.478864 3.787332 -0.02 0.26 0.27
N 0.561481 -2.793522 2.699412 -0.13 0.28 0.36
N 0.566413 -1.471292 3.036493 0.09 -0.32 -0.87
H 0.511082 -0.370962 6.092816 -0.09 -0.03 0.03
C -6.990044 2.330332 0.579349 0.06 0.00 -0.05
C -5.931631 2.270740 -0.493548 0.00 0.00 0.02
C -6.144787 1.601378 -1.692006 0.01 -0.02 -0.05
C -5.152054 1.520439 -2.661737 -0.12 -0.07 0.04
C -3.921618 2.126455 -2.458139 0.16 0.02 -0.13
N -2.941128 2.011402 -3.481089 -0.06 -0.02 0.12
C -1.572217 2.173445 -3.405304 -0.07 -0.06 0.24
O -0.919883 2.553603 -4.356448 -0.03 0.01 -0.02
N -0.983768 1.875226 -2.189819 -0.10 -0.06 -0.06
C -1.388797 0.914919 -1.236407 0.00 0.34 -0.07
C -2.143958 -0.214480 -1.528497 -0.04 -0.17 -0.26
C -2.444537 -1.104463 -0.516145 -0.09 -0.03 0.11
C -1.932309 -0.879443 0.756342 -0.26 -0.05 0.04
N -1.211620 0.198938 1.031038 0.70 -0.66 -0.23
C -0.977124 1.092993 0.069730 -0.50 0.40 0.11
C -3.703818 2.832875 -1.278159 -0.04 0.07 0.03
C -4.694700 2.886856 -0.310748 0.04 0.02 0.00
H -7.918422 1.867958 0.243741 0.02 0.01 -0.01
H -7.207699 3.362069 0.861188 0.01 -0.01 -0.01
H -6.662775 1.810766 1.482168 0.01 0.00 -0.02
H -7.099271 1.117877 -1.871272 0.03 0.02 0.00
H -5.332407 0.973592 -3.582081 0.01 0.01 0.06
H -3.268435 2.059940 -4.431444 -0.04 0.09 -0.03
H -0.035382 2.211609 -2.119368 0.06 -0.09 -0.04
H -2.486251 -0.395202 -2.540241 0.02 0.01 0.04
H -3.031686 -1.990517 -0.715416 0.03 0.01 0.00
H -2.071979 -1.578305 1.571322 0.08 -0.06 -0.05
H -0.458486 1.999156 0.377089 0.16 -0.09 0.02
H -2.762351 3.340001 -1.112130 -0.04 -0.02 0.00
H -4.497314 3.428206 0.609462 0.00 -0.04 -0.05
O 6.232912 0.757449 -0.441740 0.12 -0.18 -0.73
C 5.149592 0.171261 -0.962147 0.44 0.18 -0.27
C 5.210857 -0.150131 -2.353751 -0.10 -0.04 -0.01
C 4.055516 -0.601088 -3.020390 0.18 0.11 0.07
C 2.938470 -0.900250 -2.316776 -0.16 0.10 0.01
C 2.900352 -0.862109 -0.814741 0.09 0.04 -0.11
C 4.008605 -0.029128 -0.233036 -0.29 -0.25 0.21
C 3.931759 0.586490 1.129519 -0.40 0.12 -0.34
O 5.000148 1.036037 1.596271 -0.29 0.06 0.55
O 2.802626 0.758387 1.698760 0.66 -0.28 0.76
H 5.944458 0.956927 0.512741 0.07 0.06 0.26
H 6.128454 0.064981 -2.885676 -0.04 0.00 0.03
H 4.060755 -0.696428 -4.100537 0.01 -0.01 0.04
H 2.032889 -1.219929 -2.827026 0.08 -0.05 0.04
H 0.942389 -0.660566 -0.951406 0.01 -0.02 -0.01
C 1.549935 -2.994388 -0.429523 -0.02 -0.08 -0.18
C 2.938183 -2.364769 -0.273154 -0.16 0.04 0.06
C 3.384391 -2.444892 1.189565 0.06 -0.03 -0.02
C 3.937455 -3.197822 -1.083188 0.12 0.05 -0.07
O 1.636926 -0.208700 -0.453072 -0.36 -0.63 0.15
H 1.603126 -4.056782 -0.179082 0.01 0.04 -0.04
H 1.181868 -2.916822 -1.462657 0.07 -0.04 0.07
H 0.818713 -2.571716 0.253934 -0.05 0.08 0.09
H 3.291123 -3.478659 1.529471 0.01 0.03 0.00
H 2.780650 -1.843975 1.858207 -0.09 0.12 0.03
H 4.426538 -2.133957 1.297366 -0.03 -0.05 -0.04
H 4.062786 -4.163602 -0.587089 0.00 0.04 -0.03
H 4.916949 -2.713326 -1.128828 -0.05 -0.02 0.02
H 3.601080 -3.379476 -2.106767 0.00 0.01 0.07
```
Forces are in eV/Å.

Properties
* expectation value of S²: 0.79
* total charge: -1
* multiplicity: 2
* DFT total energy: -58117.8808 eV
* energy above the lowest of the compared OMol25 structures with the same formula, charge and spin: 236.5 kJ/mol
* maximum force: 1.28 eV/A
* Kohn-Sham gap (alpha / beta): 6.5 / 5.9 eV

# 3
ORCA calculation (the ωB97M-V functional and the def2-TZVPD basis) on an isolated molecule of C4H11NS2 at a distorted geometry.

The geometry in XYZ format:
```
18
Properties=species:S:1:pos:R:3:forces:R:3
C -2.379009 -0.000514 -1.615001 -1.15 0.59 1.04
N -1.206081 -0.449911 -0.884461 0.29 -0.53 -0.75
C -0.753162 0.336084 0.274255 -0.25 -0.68 -1.11
C 0.218332 -0.497627 1.110822 -0.31 1.70 -0.45
C 1.511237 -0.721115 0.339373 1.26 -0.96 0.95
S 2.535494 0.558749 -0.509738 -0.20 -0.04 1.22
S 2.990927 1.764024 1.144666 -0.69 1.13 -0.21
H -2.942110 0.658164 -0.938197 -0.05 -0.05 -0.16
H -3.070318 -0.821610 -1.822933 0.22 -0.12 -0.16
H -2.265721 0.586598 -2.532534 0.56 -0.13 0.02
H -0.457536 -0.524399 -1.561313 0.20 -0.18 0.21
H -1.663183 0.604208 0.809631 0.24 0.27 0.23
H -0.210886 1.200763 -0.131134 -0.22 0.41 0.70
H 0.405063 0.063212 2.031556 0.22 -0.04 -0.07
H -0.207774 -1.455848 1.404099 -0.01 -0.08 -0.23
H 2.269451 -0.995668 1.076187 -0.21 -0.60 -0.01
H 1.420883 -1.584126 -0.322569 0.04 0.24 -0.31
H 3.804394 1.279015 2.127292 0.06 -0.91 -0.92
```
Forces are in eV/Å.

Properties
* multiplicity: 1
* DFT total energy: -27485.9504 eV
* energy above the lowest of the compared OMol25 structures with the same formula, charge and spin: 126.9 kJ/mol
* maximum force: 1.84 eV/A
* Kohn-Sham gap: 8.8 eV
* SMILES: CNCCCSS